Here is a 15-piece molecular cluster, C2H34N2O15 overall in a non-equilibrium geometry from the OMol25 dataset. Energies are from ωB97M-V/def2-TZVPD.

For the LUMO energy (spin up / spin down), the calculation gives -3.881 / -9.522 eV. The net charge is +1. As for the expectation value of S²: 0.76. The value obtained for the relative energy (zero: lowest compared OMol25 entry of this formula, charge and spin) is 0.0 kcal per mole. The calculation puts the HOMO energy (spin up / spin down) at -0.5068 / -0.5049 hartree. The spin multiplicity is 2. The total energy comes out at -36309.722 eV.

CARTESIAN COORDINATES (ANGSTROEM)
O -3.365 1.593 -0.083
O 0.838 -0.492 1.873
O 2.685 0.957 0.466
O -3.189 0.580 2.486
O 3.538 -1.580 -0.157
O -0.378 2.684 -2.366
O 1.639 -1.115 -1.968
O -2.235 -2.643 1.551
O 2.756 4.725 -1.259
O -0.792 0.743 3.704
O 2.050 2.142 -1.705
O -0.943 -1.836 -2.590
O -2.441 0.538 -2.563
O 3.004 -1.912 2.463
O -2.431 -3.251 -1.010
N 0.367 -2.129 0.400
N -0.657 0.012 0.123
C 0.173 -0.804 0.847
C -0.608 1.453 0.452
H -0.990 -0.293 -0.895
H -1.662 1.178 -2.716
H -1.081 1.424 1.458
H 2.792 2.766 -1.892
H -3.310 -2.895 -1.056
H -0.289 0.264 2.962
H -3.164 1.065 0.737
H 0.913 -1.480 -2.444
H -0.113 0.986 4.298
H -2.195 -3.206 -0.057
H -1.326 -3.013 1.490
H -1.708 -1.265 -2.746
H 4.031 -2.310 -0.439
H -2.854 0.749 -1.706
H 1.355 -0.101 -1.959
H 2.154 -1.416 2.251
H 2.781 -1.538 -0.681
H 0.264 -2.230 -0.664
H 3.334 -2.247 1.590
H 3.336 4.213 -0.778
H 0.603 2.277 -2.109
H 1.887 4.438 -0.994
H -1.324 1.877 -0.297
H -2.788 -2.873 2.221
H -0.277 3.279 -3.095
H -4.112 2.197 0.286
H 3.346 0.291 0.302
H 0.424 1.777 0.449
H -2.834 0.921 3.316
H 1.239 -2.555 0.616
H -1.461 -2.580 -2.186
H 2.276 1.672 -0.829
H 2.022 0.582 1.139
H -2.517 -0.087 2.238